Model w:
One molecule with the formula C14H19N3O4. Source: the Open Molecules 2025 dataset; level of theory: ωB97M-V/def2-TZVPD.

XYZ file:
```
40
Properties=species:S:1:pos:R:3:mulliken_charge:R:1
O -2.53 3.92 0.43 -0.586
O 1.58 1.91 -0.64 -0.757
O -0.42 4.22 0.06 -0.462
O 5.43 0.79 -0.75 -0.630
N 0.70 -0.54 1.89 -0.630
N 5.02 -1.09 0.53 -0.440
N -0.35 1.35 0.45 -0.124
C 4.66 -0.15 -0.41 0.355
C -3.17 -2.87 -0.01 -0.373
C 2.24 -0.95 -0.09 -1.467
C -1.35 1.99 -0.44 -0.208
C -2.56 -1.11 -1.50 -0.262
C -2.81 -0.16 -0.50 0.680
C -3.24 -0.63 0.71 0.078
C -3.45 -1.97 0.93 -0.716
C -2.65 1.29 -0.77 -1.495
C -2.73 -2.46 -1.25 -0.717
C 1.61 0.09 0.92 0.983
C -1.49 3.48 0.04 0.470
C 0.96 1.21 0.13 -0.018
C 3.28 -0.48 -1.03 -0.098
H 1.06 -0.13 2.89 0.292
H -0.79 2.12 -1.33 0.606
H 3.50 -1.31 -1.82 0.348
H 0.27 3.73 -0.43 0.361
H -3.33 -3.94 0.27 0.326
H 2.96 0.48 -1.46 0.068
H 0.77 -1.54 1.97 0.252
H -3.75 0.05 1.54 0.175
H -3.39 1.82 -0.19 0.455
H -3.03 1.41 -1.81 0.496
H -3.88 -2.35 1.85 0.387
H -2.16 -0.73 -2.49 0.319
H 4.19 -1.48 0.93 0.273
H 2.57 -1.90 0.40 0.607
H -0.68 0.61 1.04 0.360
H -2.63 -3.20 -2.02 0.419
H 5.59 -0.75 1.26 0.266
H 1.44 -1.40 -0.79 0.225
H 2.54 0.67 1.46 0.181
```

Computed properties:
total charge	0
structure (SMILES)	NC(=O)CC[C@H](N)C(=O)N[C@@H](Cc1ccccc1)C(=O)O
HOMO	-9.73	eV
gap between HOMO and LUMO	10.00	eV

=====

Model x:
A 2-piece molecular cluster, C14H19N3O4 overall. Source: the Open Molecules 2025 dataset; level of theory: ωB97M-V/def2-TZVPD.

XYZ file:
```
40
Properties=species:S:1:pos:R:3:mulliken_charge:R:1
O -3.28 2.78 -0.59 -0.564
O -0.41 0.24 1.84 -0.853
O -4.54 -2.50 -0.38 -0.526
O -1.85 2.57 1.20 -0.503
N 1.63 -1.64 1.07 -0.573
N -6.31 -1.23 0.32 -0.761
N -0.41 0.45 -0.39 -0.118
C 6.56 -0.29 -0.02 -0.435
C 3.86 -0.12 -0.67 0.365
C 5.77 -1.41 0.01 -0.447
C 0.11 0.24 0.71 0.223
C -5.03 -1.41 -0.19 0.449
C 1.58 -0.20 0.56 0.255
C -1.84 0.84 -0.83 0.013
C 5.94 1.00 -0.11 -0.413
C -2.46 2.05 0.04 0.235
C 4.37 -1.35 -0.33 -0.113
C 4.60 0.98 -0.48 -0.276
C 2.28 -0.01 -0.91 -1.564
C -4.39 -0.16 -0.83 -0.157
C -2.85 -0.42 -0.65 -0.819
H -2.95 -0.88 0.48 0.259
H 4.05 1.85 -0.72 0.347
H 2.04 -0.69 -1.68 0.684
H 3.72 -2.23 -0.37 0.310
H -1.42 1.77 1.68 0.437
H -6.56 -2.26 1.57 0.304
H 6.37 -2.40 0.08 0.240
H 2.18 0.15 1.38 0.448
H 0.23 0.17 -1.19 0.302
H 6.48 2.00 0.14 0.277
H -1.66 1.13 -1.90 0.340
H 1.19 -1.58 1.99 0.300
H 1.21 -2.32 0.35 0.247
H 7.59 -0.31 0.66 0.214
H 2.09 0.94 -1.50 0.597
H -2.85 -1.44 -1.20 0.420
H -4.74 -0.24 -2.04 0.210
H -4.80 0.75 -0.31 0.268
H -6.85 -0.56 1.21 0.375
```

Computed properties:
total charge	0
HOMO	-9.28	eV
gap between HOMO and LUMO	8.55	eV

=====

Which one is the least stable? From the structures above, model x.